1.
An isolated molecule of C6H4N2O3 at a distorted geometry. Source: the Open Molecules 2025 dataset; level of theory: wB97M-V/def2-TZVPD.

The highest occupied orbital energy (spin up / spin down) comes out at -0.3293 / -0.3293 Ha. As for the gap between HOMO and LUMO (spin up / spin down): 7.820 / 7.821 eV. As for the total charge: 0.

Atoms and positions in Å:
C -0.434 0.195 1.243
C 0.623 1.511 -1.800
C -1.048 -0.496 0.158
C 0.862 0.614 1.130
C 1.861 1.199 -1.180
C -1.929 -1.681 0.351
N -1.186 0.045 -1.010
N 1.732 1.329 0.426
O 0.820 -0.171 2.178
O 2.953 1.061 -1.547
O -0.544 1.119 -1.685
H -2.020 -2.133 -0.608
H -1.534 -2.566 1.010
H -2.956 -1.323 0.680
H 2.801 1.298 0.656

2.
A cluster of 2 separate species, C4H10N2O in total at a distorted geometry. Source: the Open Molecules 2025 dataset; level of theory: wB97M-V/def2-TZVPD.

The highest occupied orbital energy comes out at -0.2883 Ha. As for the gap between HOMO and LUMO: 8.892 eV. As for the total charge: 0.

Atoms and positions in Å:
C -1.998 -0.417 -1.315
C 0.433 -0.296 -1.291
O -0.800 0.365 -1.237
N 0.527 -1.561 -1.491
H 1.508 -1.802 -1.659
H 1.245 0.426 -1.465
H -1.826 -1.493 -1.231
H -2.500 -0.212 -2.264
H -2.648 -0.098 -0.496
N 1.978 0.346 1.554
C 0.608 0.200 1.468
C -0.276 1.218 1.395
H 2.465 -0.468 1.921
H 2.314 1.305 1.558
H 0.254 -0.802 1.701
H 0.044 2.244 1.257
H -1.328 1.046 1.595